[1]
68
Properties=species:S:1:pos:R:3:forces:R:3:lowdin_charge:R:1 method="wB97M-V/def2-TZVPD" multiplicity=5 orbital_gap_ev="6.8 / 4.4" relative_energy_kcal_mol=0.0 largest_force_ha_per_bohr=0.06435 e_homo_ev="-19.31 / -20.33" s2=6.035 total_energy_ev=-72360.331 total_charge=+4
Os 0.285 0.690 -0.144 -0.198 -0.941 2.260 0.790
P -1.595 -0.439 -0.956 -1.809 -0.982 -1.570 0.682
P 1.872 -0.611 -1.175 2.126 -0.589 -2.466 0.609
P 0.120 2.217 -1.797 0.126 1.021 -2.226 0.652
H 0.651 0.870 2.681 0.094 0.371 -0.515 0.021
C 0.293 1.531 1.887 -1.424 0.772 0.075 -0.300
C -1.066 1.435 1.395 0.448 0.349 1.134 -0.303
H -1.753 0.699 1.829 0.194 0.355 -0.278 0.047
C -2.327 -1.825 0.005 0.383 0.208 0.365 -0.217
C -1.405 -1.278 -2.584 -0.080 0.149 0.145 -0.207
C -3.060 0.657 -1.162 0.074 0.076 0.146 -0.193
C 3.503 -0.269 -0.411 -0.100 0.065 0.143 -0.219
C 1.746 -2.448 -1.045 -0.379 0.131 0.298 -0.231
C 2.202 -0.447 -2.979 0.028 -0.144 0.148 -0.220
C -1.080 3.560 -1.479 -0.040 -0.006 0.505 -0.246
C -0.382 1.813 -3.514 -0.131 -0.422 0.085 -0.207
C 1.775 2.922 -2.198 0.180 0.075 0.339 -0.261
H 0.677 2.548 1.978 0.006 -0.567 0.001 0.001
H -1.538 2.363 1.058 0.016 -0.351 0.221 0.057
H -2.600 -1.510 1.018 -0.132 -0.008 -0.202 0.047
H -1.629 -2.668 0.082 -0.207 0.110 -0.218 0.035
H -3.232 -2.152 -0.527 0.249 0.047 0.158 0.089
H -0.640 -2.061 -2.532 -0.230 0.150 -0.024 0.042
H -1.139 -0.580 -3.382 -0.093 -0.213 0.225 0.030
H -2.367 -1.746 -2.834 0.216 0.075 0.014 0.086
H -3.235 1.216 -0.234 -0.027 -0.150 -0.247 0.059
H -3.936 0.024 -1.365 0.255 0.139 -0.017 0.087
H -2.933 1.368 -1.986 -0.040 -0.329 0.213 0.037
H 4.296 -0.765 -0.992 -0.214 0.094 0.170 0.086
H 3.502 -0.656 0.617 0.136 0.153 -0.228 0.054
H 3.687 0.814 -0.389 0.030 -0.342 -0.007 0.046
H 2.346 -2.906 -1.842 -0.093 0.175 0.233 0.087
H 0.711 -2.791 -1.159 0.233 -0.017 -0.008 0.028
H 2.130 -2.789 -0.077 0.077 0.078 -0.244 0.039
H 2.956 -1.189 -3.277 -0.136 0.222 0.092 0.080
H 2.579 0.549 -3.226 -0.028 -0.256 0.080 0.040
H 1.293 -0.639 -3.560 0.213 -0.069 0.144 0.039
H -0.796 4.424 -2.092 -0.046 -0.168 0.078 0.083
H -1.104 3.863 -0.427 -0.013 -0.011 -0.387 -0.002
H -2.085 3.235 -1.770 0.278 0.059 -0.021 0.053
H -0.280 2.735 -4.101 0.006 -0.069 0.225 0.096
H -1.422 1.485 -3.576 0.136 0.113 -0.041 0.048
H 0.273 1.058 -3.954 -0.157 0.210 0.047 0.038
H 1.664 4.008 -2.309 0.110 -0.268 -0.025 0.052
H 2.139 2.498 -3.142 -0.254 0.132 0.258 0.057
H 2.511 2.715 -1.410 -0.181 0.189 -0.258 0.021
C 1.808 5.932 1.398 1.604 0.369 0.454 -0.525
C 3.100 6.476 1.282 -1.764 -2.355 -0.915 0.019
C 3.417 7.702 1.873 0.444 1.619 0.889 0.085
C 2.458 8.402 2.616 -1.080 0.031 0.417 0.043
C 1.204 7.813 2.825 1.319 2.135 0.762 0.057
C 0.891 6.588 2.237 -0.217 -1.764 -1.045 0.023
S 1.300 4.557 0.419 0.029 -0.582 -0.028 0.888
H 1.720 3.364 1.002 0.333 1.573 -0.087 -0.086
H 3.832 5.927 0.703 0.107 0.170 -0.009 0.137
H 4.427 8.094 1.743 -0.260 0.042 0.065 0.160
H 2.671 9.390 3.032 0.029 -0.402 -0.091 0.152
H 0.460 8.300 3.454 0.184 0.008 -0.161 0.153
H -0.067 6.098 2.389 0.011 0.323 0.137 0.137
C 0.262 -3.319 1.922 0.159 -0.065 -0.560 -0.242
S 0.371 -1.501 1.849 -0.838 -1.157 1.022 1.037
C -0.615 -1.178 3.334 0.498 0.185 0.304 -0.244
H 0.603 -3.760 0.983 -0.019 0.179 0.153 0.048
H -0.768 -3.633 2.123 0.093 0.246 0.155 0.093
H 0.924 -3.658 2.730 -0.053 0.171 0.060 0.105
H -0.348 -1.937 4.077 -0.137 -0.037 -0.181 0.096
H -0.366 -0.198 3.743 -0.161 -0.134 -0.099 0.061
H -1.684 -1.222 3.098 0.118 -0.165 -0.063 0.086

[2]
104
Properties=species:S:1:pos:R:3:forces:R:3:lowdin_charge:R:1 method="wB97M-V/def2-TZVPD" orbital_gap_ev="4.6 / 4.6" relative_energy_kcal_mol=52.9 largest_force_ha_per_bohr=0.07796 e_homo_ev="-0.90 / -0.83" total_energy_ev=-142503.427 total_charge=-2
Y 0.293 0.194 -0.666 0.277 -0.609 1.458 1.542
C -1.410 7.584 1.611 -0.579 1.029 -2.706 -0.122
C -0.886 6.857 2.643 1.775 -2.777 2.063 -0.119
C -0.222 5.665 2.440 0.185 1.521 0.332 0.001
C 0.109 5.183 1.117 -0.032 -1.798 -1.850 -0.331
C -0.540 5.998 -0.041 0.829 -1.813 -0.685 -0.181
C -1.351 7.116 0.316 -0.238 1.563 0.792 -0.032
C 0.201 3.656 0.885 -1.986 -1.348 -0.069 -0.009
C 1.469 2.991 0.633 1.001 1.521 0.337 -0.280
C 2.610 3.697 0.384 0.505 -0.215 -0.012 -0.035
C 3.768 2.716 0.403 0.248 1.354 -0.528 -0.357
C 3.077 1.409 0.765 -1.057 -0.460 -0.210 -0.167
C 3.765 0.163 0.784 -0.693 0.964 0.573 -0.094
C 5.243 0.129 0.953 0.303 0.321 -0.957 -0.188
C 5.966 -0.649 0.033 0.814 0.482 0.604 -0.042
C 7.364 -0.685 0.086 -0.097 -0.234 0.028 -0.090
C 8.099 0.149 0.951 -0.613 -0.152 -0.347 -0.125
C 7.389 0.945 1.841 -0.269 0.225 0.515 -0.108
C 5.984 0.887 1.868 0.005 0.318 0.081 -0.046
C 3.134 -1.108 0.687 -2.314 -1.969 -0.051 -0.201
N 1.771 -1.388 0.430 1.067 0.707 0.138 0.009
C 1.575 -2.749 0.602 -1.996 -0.574 0.438 -0.278
C 0.278 -3.378 0.863 1.469 -0.119 -0.160 -0.052
C 0.236 -4.907 1.026 0.206 0.944 -0.375 -0.175
C -0.391 -5.549 2.109 0.195 0.218 0.233 -0.063
C -0.370 -6.941 2.241 -0.063 -0.335 0.255 -0.105
C 0.295 -7.738 1.300 0.573 0.517 -0.609 -0.117
C 0.814 -7.108 0.139 -0.062 0.214 1.179 -0.089
C 0.806 -5.706 0.030 0.093 -0.844 -0.229 -0.059
C -0.940 -2.716 1.044 -1.669 0.785 -0.293 -0.267
C -2.203 -3.375 1.319 -0.245 -0.402 0.221 -0.054
C -3.202 -2.440 1.359 0.706 -0.034 -0.129 -0.038
C -2.572 -1.168 1.083 0.810 -1.019 -0.622 -0.267
N -1.233 -1.362 0.867 0.406 0.200 0.039 0.044
C -3.251 0.061 0.930 -0.934 1.799 -0.104 -0.070
C -2.632 1.343 0.846 2.030 -1.139 0.746 -0.247
C -3.215 2.534 1.375 -0.643 1.097 -0.442 -0.048
C -2.290 3.525 1.358 -0.422 0.490 0.356 -0.014
C -1.036 2.923 0.919 0.924 0.850 0.159 -0.221
N -1.265 1.580 0.633 -0.657 0.469 -0.090 0.012
C -4.761 0.134 0.859 -0.863 0.030 -0.654 -0.151
C -5.671 -0.618 1.625 0.499 -0.240 0.933 -0.059
C -7.063 -0.613 1.437 0.276 -0.484 0.527 -0.114
C -7.633 0.165 0.459 -0.262 0.040 -0.759 -0.137
C -6.781 0.930 -0.327 0.122 0.920 -0.575 -0.103
C -5.405 0.952 -0.123 0.326 -0.943 0.326 -0.036
C 2.806 -3.406 0.861 1.091 0.855 0.094 -0.042
C 3.746 -2.397 0.942 -0.384 0.447 -0.069 -0.046
N 1.721 1.615 0.763 0.405 -1.235 0.350 0.009
H -1.882 8.519 1.883 -0.466 -0.017 -0.370 0.093
H -1.122 7.133 3.672 0.181 0.071 -0.205 0.099
H 0.112 5.063 3.264 -0.244 -0.293 0.301 0.114
H -0.821 5.415 -0.944 0.335 0.572 0.777 0.106
H -1.954 7.589 -0.464 0.185 -0.181 0.246 0.105
H 2.672 4.753 0.096 0.155 -0.709 0.431 0.105
H 4.614 3.090 1.013 -0.499 -0.465 0.126 0.135
H 5.391 -1.156 -0.731 0.282 -0.238 0.002 0.120
H 7.889 -1.421 -0.528 -0.042 0.486 -0.152 0.091
H 9.181 0.224 0.849 -0.187 -0.204 0.239 0.084
H 7.903 1.615 2.569 -0.363 -0.557 -0.722 0.099
H 5.441 1.523 2.568 0.131 -0.214 -0.072 0.110
H -0.849 -4.904 2.875 0.266 -0.582 -0.362 0.119
H -0.882 -7.441 3.091 0.560 0.551 -0.485 0.101
H 0.560 -8.791 1.518 -0.703 0.588 -0.346 0.093
H 1.288 -7.705 -0.632 0.050 0.039 0.063 0.086
H 1.305 -5.251 -0.836 -0.389 -0.047 0.398 0.113
H -2.345 -4.441 1.502 -0.027 0.508 -0.204 0.086
H -4.241 -2.610 1.591 0.171 -0.130 -0.188 0.071
H -4.232 2.659 1.727 0.051 -0.192 -0.138 0.106
H -2.506 4.568 1.684 0.537 -0.996 -0.318 0.114
H -5.234 -1.205 2.448 -0.513 0.246 -0.413 0.102
H -7.726 -1.254 2.036 0.536 0.250 -0.059 0.096
H -8.703 0.107 0.214 0.480 0.110 0.305 0.095
H -7.176 1.554 -1.152 0.199 -0.481 0.563 0.103
H -4.799 1.504 -0.821 0.189 0.234 -0.023 0.093
H 3.007 -4.460 1.019 -0.272 0.223 0.082 0.098
H 4.765 -2.440 1.240 0.605 -0.521 0.114 0.081
N -1.425 -2.002 -2.021 -0.829 0.633 -0.393 0.015
C -1.038 -3.258 -2.605 1.038 -1.075 -0.816 -0.288
C 0.040 -3.139 -3.705 0.478 0.377 1.110 -0.181
C 1.342 -2.387 -3.252 0.270 -0.941 -1.141 -0.250
N 1.119 -0.985 -2.936 0.319 0.211 0.236 -0.054
H -2.338 -2.083 -1.579 0.231 -0.194 0.499 0.084
H -1.628 -1.296 -2.728 0.246 -0.281 -0.121 0.029
H -1.791 -3.900 -3.081 -0.734 0.443 0.109 0.100
H -0.643 -3.904 -1.827 0.220 -0.008 0.397 0.084
H -0.394 -2.627 -4.561 -0.029 0.346 -0.235 0.095
H 0.246 -4.165 -4.070 0.253 0.471 0.308 0.103
H 2.102 -2.541 -4.092 -0.733 0.327 0.922 0.115
H 1.779 -2.826 -2.344 -0.198 -0.273 -0.226 0.097
H 0.434 -0.542 -3.534 0.114 0.073 -0.288 0.063
H 1.980 -0.416 -2.948 -0.576 -0.372 -0.108 0.062
O -1.181 0.896 -2.190 -2.713 -0.164 -2.947 -0.354
N -2.274 0.708 -2.989 1.259 1.730 1.942 0.042
C -2.843 1.869 -3.302 -0.020 -0.092 0.168 -0.306
C -4.227 2.025 -3.760 -1.221 -1.652 -0.654 -0.178
N -5.356 1.967 -4.075 2.420 0.503 0.630 0.127
C -2.219 3.110 -2.944 0.521 2.546 1.795 -0.163
N -1.884 4.152 -2.520 -0.625 -2.429 -1.429 0.192
O 4.377 2.575 -0.885 -1.361 -0.398 -1.351 -0.338
Se 3.048 2.475 -2.363 1.348 -1.436 0.766 1.194
O 4.078 1.737 -3.417 -0.990 0.578 0.624 -0.632
O 1.927 1.269 -1.888 0.879 1.121 -0.481 -0.719
O 0.913 5.953 0.204 -1.841 0.769 0.842 0.005

[3]
87
Properties=species:S:1:pos:R:3:forces:R:3:lowdin_charge:R:1 method="wB97M-V/def2-TZVPD" orbital_gap_ev=8.5 relative_energy_kcal_mol=0.0 largest_force_ha_per_bohr=0.15279 e_homo_ev=-11.80 total_energy_ev=-157627.820 total_charge=+1
C -1.350 2.832 -1.172 -0.346 -0.096 -0.224 -0.070
C -1.841 1.372 -1.342 0.663 0.813 0.004 -0.195
C -0.822 0.323 -0.870 -1.778 -0.866 0.569 -0.274
C -1.638 -0.958 -0.512 0.394 0.821 -0.524 -0.011
N 0.228 -0.024 -1.851 0.518 0.494 -0.363 0.093
N 0.134 0.245 -3.179 -0.234 0.256 -1.350 0.147
C 1.218 -0.208 -3.795 1.110 -0.250 0.255 -0.381
P 1.517 -0.104 -5.614 -1.134 0.034 -1.492 0.771
N 0.221 -0.310 -6.470 0.072 0.156 0.997 -0.284
N 2.054 -0.767 -2.931 -0.701 0.413 -0.085 0.146
C 1.430 -0.625 -1.746 0.382 -0.370 1.019 -0.322
N 2.011 -1.055 -0.595 0.329 -0.477 0.650 -0.165
C 1.481 -0.916 0.736 0.433 -0.104 0.859 -0.256
O 1.682 0.433 1.107 -0.066 0.664 -0.674 -0.132
O 1.187 0.535 2.437 -0.671 -0.392 0.286 -0.013
P 3.606 -1.813 -0.734 0.693 -0.015 -1.426 0.595
O 4.371 -0.942 0.397 -0.643 -0.370 0.227 -0.319
Br 3.373 -3.870 0.167 -0.294 0.458 0.265 0.282
H -1.600 3.454 -2.031 0.171 -0.060 -0.088 0.074
H -1.885 3.284 -0.338 0.221 0.030 0.119 0.077
H -0.280 2.899 -0.974 0.012 0.030 -0.081 0.074
H -2.707 1.277 -0.691 -0.001 -0.401 -0.059 0.121
H -2.231 1.170 -2.343 0.061 -0.152 0.016 0.091
H -0.369 0.722 0.035 0.571 -0.073 -0.251 0.130
H -1.009 -1.843 -0.456 -0.142 -0.107 0.070 0.078
H -2.124 -0.750 0.440 -0.038 -0.270 0.045 0.101
H -2.404 -1.071 -1.282 -0.030 -0.318 0.083 0.076
H -0.614 0.716 -3.672 -0.400 0.044 0.657 0.170
H 2.536 -1.030 -5.919 0.204 0.250 0.659 0.018
H 2.077 1.167 -5.875 0.419 -0.236 0.540 0.010
H -0.571 -0.500 -5.864 -0.302 -0.231 -0.449 -0.073
H 0.454 -1.253 0.872 -0.116 0.301 -0.230 0.119
H 2.093 -1.524 1.409 -0.063 -0.152 -0.174 0.087
H 1.327 1.466 2.650 0.172 0.096 -0.244 0.113
H 5.213 -1.369 0.617 0.095 0.139 0.168 0.069
O 6.278 -0.196 4.899 2.963 1.606 -0.108 -0.223
P 6.008 0.907 5.862 -6.053 -0.951 1.685 0.574
O 5.723 0.144 7.277 0.544 0.428 -0.497 -0.209
C 6.822 -0.476 7.957 0.258 -0.158 0.202 -0.273
C 7.799 0.536 8.527 -0.007 0.125 -0.166 -0.079
O 4.491 1.322 5.383 0.403 0.322 0.102 -0.232
C 3.925 0.825 4.179 -0.195 -0.366 -0.084 -0.279
C 3.124 -0.439 4.432 0.020 -0.118 0.316 -0.064
O 6.284 2.377 6.484 2.177 -1.179 -1.266 -0.212
C 5.262 3.300 6.898 -0.419 0.778 0.066 -0.253
C 4.332 2.798 7.978 -0.016 -0.425 0.090 -0.074
H 7.332 -1.164 7.277 -0.062 0.004 -0.027 0.112
H 6.393 -1.068 8.764 -0.157 0.028 -0.082 0.119
H 8.304 1.090 7.731 0.039 -0.032 0.041 0.071
H 8.561 0.037 9.126 -0.031 -0.043 -0.009 0.081
H 7.281 1.266 9.148 -0.007 -0.039 0.054 0.076
H 4.691 0.669 3.421 0.088 -0.086 0.093 0.105
H 3.263 1.607 3.797 0.073 0.128 0.150 0.103
H 3.684 -1.160 5.027 0.206 0.081 -0.086 0.083
H 2.835 -0.911 3.497 0.016 -0.019 -0.004 0.048
H 2.218 -0.205 4.995 -0.035 -0.019 -0.057 0.083
H 4.709 3.652 6.029 -0.001 -0.229 -0.082 0.112
H 5.804 4.165 7.284 0.264 -0.171 -0.064 0.122
H 3.719 1.962 7.650 0.039 0.003 -0.104 0.068
H 3.657 3.601 8.278 0.130 0.105 -0.028 0.085
H 4.892 2.464 8.852 0.009 0.096 0.030 0.077
O -4.465 -0.495 -3.078 -1.291 4.011 1.110 -0.253
P -5.510 -0.294 -4.149 0.493 -7.170 -3.175 0.635
O -6.574 -1.473 -3.741 0.000 0.979 0.201 -0.211
C -7.449 -1.261 -2.626 -0.249 -0.002 0.211 -0.275
C -8.501 -0.205 -2.909 0.130 0.112 -0.089 -0.078
O -4.631 -1.037 -5.336 -0.006 0.787 -0.014 -0.232
C -3.243 -1.219 -5.123 0.482 -0.558 -0.345 -0.313
C -2.955 -2.574 -4.500 -0.026 -0.105 0.015 -0.062
O -6.476 0.391 -5.258 0.573 1.939 2.449 -0.220
C -6.664 -0.091 -6.607 0.000 0.042 -1.067 -0.243
C -7.199 -1.499 -6.724 0.002 -0.258 0.430 -0.070
H -6.861 -0.994 -1.743 0.039 -0.048 -0.024 0.109
H -7.931 -2.217 -2.425 0.120 -0.067 -0.104 0.121
H -8.047 0.782 -3.036 -0.042 0.002 0.039 0.070
H -9.214 -0.144 -2.086 0.026 -0.032 0.017 0.082
H -9.040 -0.432 -3.828 -0.035 -0.043 0.023 0.079
H -2.831 -0.401 -4.527 -0.034 -0.052 0.067 0.075
H -2.755 -1.169 -6.100 -0.210 0.007 -0.104 0.113
H -3.598 -2.771 -3.642 0.039 0.174 0.067 0.074
H -1.912 -2.645 -4.179 0.013 -0.032 -0.054 0.067
H -3.147 -3.364 -5.226 0.077 0.005 -0.021 0.083
H -5.744 0.034 -7.174 0.114 -0.075 0.206 0.115
H -7.389 0.593 -7.050 -0.011 0.163 0.331 0.124
H -6.506 -2.247 -6.347 0.077 0.070 0.002 0.070
H -7.386 -1.727 -7.775 -0.033 0.177 -0.024 0.089
H -8.130 -1.611 -6.169 -0.057 0.042 -0.086 0.079